Molecular formula: C5H36NO14
Method: DFT, ωB97M-V with the def2-TZVPD basis set

Each line ends with the natural charge from an NBO analysis.
Atoms and positions in Å:
C  -0.39250  -1.72045  -1.72693  -0.44
N  -0.93191  -0.33665  -1.63590  -0.71
C  -0.47572  0.40844  -0.43376  -0.10
C  -0.69874  1.91407  -0.70646  -0.44
C  0.58343  2.63333  -1.19162  -0.06
O  0.23980  3.51680  -2.22201  -0.77
C  -1.27442  0.05108  0.86330  -0.05
O  -1.04216  -1.22209  1.30181  -0.96
H  -1.14841  -2.41150  -1.83918  0.22
H  0.31293  -1.78268  -2.57339  0.16
H  0.12927  -2.08858  -0.80937  0.20
H  -1.95047  -0.43395  -1.60752  0.42
H  0.57767  0.21686  -0.22963  0.18
H  -1.49016  2.05346  -1.45535  0.23
H  -1.14854  2.42329  0.18988  0.19
H  1.03695  3.26666  -0.43663  0.17
H  1.28560  1.95275  -1.56075  0.15
H  -0.03209  3.02338  -3.02852  0.50
H  -1.02387  0.73705  1.70172  0.14
H  -2.40080  0.10715  0.65259  0.16
H  1.86529  -1.00657  -0.82385  0.47
H  2.10943  -1.74778  0.49880  0.52
O  2.56002  -1.12855  -0.16632  -1.02
H  1.17210  -0.19691  -2.91640  0.48
H  2.53349  0.55574  -2.93748  0.50
O  1.82183  0.27225  -3.50888  -0.98
H  -0.89352  1.08437  -3.35714  0.50
H  0.51548  1.28538  -4.01954  0.51
O  -0.40812  1.66718  -4.01487  -1.01
H  -1.34865  -2.77140  0.56370  0.49
H  -0.47622  -4.07933  0.70124  0.49
O  -1.34659  -3.70494  0.37001  -1.01
H  3.39517  0.19960  -1.00465  0.50
H  3.41996  1.69814  -1.08327  0.48
O  3.63657  0.88043  -1.61041  -0.96
H  1.07174  -0.55359  3.15813  0.49
H  -0.29257  -1.01038  2.84265  0.50
O  0.24442  -0.77395  3.58543  -1.00
H  -1.42463  1.72211  3.78155  0.47
H  -0.17712  0.77645  3.96810  0.50
O  -0.46110  1.70716  4.04485  -1.00
H  2.12044  0.94135  2.21033  0.50
H  2.51267  -0.28500  1.31600  0.49
O  2.42543  0.03777  2.23701  -1.02
H  -4.59824  -0.23235  -0.81521  0.47
H  -3.70876  -1.42151  -0.25953  0.51
O  -3.88666  -0.82326  -1.04732  -1.01
H  -3.24954  -3.12641  0.90296  0.50
H  -2.62664  -1.82825  1.45968  0.51
O  -3.52117  -2.22721  1.19245  -1.00
H  1.38287  -2.43700  2.27612  0.49
H  0.16705  -1.95094  1.27789  0.51
O  1.09645  -2.53229  1.35608  -1.05
H  0.68735  2.28208  2.89086  0.50
H  0.67356  2.53046  1.41236  0.47
O  1.27781  2.47390  2.17927  -0.97

Forces on atoms 1 to 6 (eV/Å):
2.12 1.52 0.66
0.63 -0.70 0.53
-1.98 0.91 0.52
0.11 0.11 0.89
-2.29 1.10 -0.26
0.19 1.33 -0.54

Calculated values
Gap between HOMO and LUMO   9.01 eV
Net charge   -1
Molar mass   334.3 g/mol
2S+1   1
Total energy   -35927.6692 eV
Energy above the lowest of the compared OMol25 structures with the same formula, charge and spin   92.89 kJ/mol